55
Properties=species:S:1:pos:R:3:mulliken_charge:R:1 method="wB97M-V/def2-TZVPD" multiplicity=1 total_charge=0
In -0.2736 -0.4834 1.2063 0.466
S -1.0232 -3.8501 4.1541 -0.251
C -0.5875 -2.6659 3.1025 0.181
S 0.0173 -1.1267 3.6517 -0.348
S -0.7185 -2.9267 1.3691 -0.246
O 2.4262 -0.8745 -5.5403 -0.505
C 1.1028 -0.4243 -5.3279 -0.615
C 0.7889 -0.4690 -3.8606 0.474
C -0.5283 -0.4782 -3.4162 -1.070
C -0.7653 -0.4949 -2.0564 -0.139
N 0.2135 -0.5121 -1.1590 0.005
C 1.4830 -0.5018 -1.5653 0.129
C 1.8043 -0.4802 -2.9176 -0.538
C 2.5036 -0.5053 -0.4907 0.491
C 3.8678 -0.5817 -0.7536 -0.558
C 4.7740 -0.5852 0.2952 0.738
C 6.2629 -0.5921 0.0512 -0.971
O 6.8559 0.6312 0.4576 -0.503
C 4.2804 -0.5210 1.5930 -0.969
C 2.9148 -0.4485 1.7819 -0.199
N 2.0528 -0.4308 0.7667 0.092
H 2.5780 -0.9532 -6.4852 0.306
H 0.3752 -1.0398 -5.8656 0.363
H 0.9854 0.6109 -5.6732 0.288
H -1.3543 -0.4746 -4.1153 0.436
H -1.7736 -0.5028 -1.6572 0.388
H 2.8271 -0.4818 -3.2614 0.477
H 4.2328 -0.6551 -1.7685 0.279
H 6.4738 -0.8053 -1.0013 0.342
H 6.7366 -1.3628 0.6581 0.356
H 6.4889 1.3496 -0.0667 0.327
H 4.9557 -0.5296 2.4375 0.466
H 2.4784 -0.4211 2.7730 0.390
C -5.3885 -1.1591 1.4805 -0.982
N -4.5162 -0.0423 1.7983 -0.102
C -3.8503 -0.2561 3.0762 -0.810
C -3.5561 0.1727 0.7344 -0.899
C -2.7414 1.4351 0.9053 0.361
C -3.4097 2.6581 0.9538 -0.581
C -2.7073 3.8454 1.0734 -0.590
C -1.3220 3.8288 1.1511 -0.622
C -0.6502 2.6150 1.1295 -0.517
C -1.3500 1.4162 1.0041 0.452
H -6.1209 -1.2865 2.2775 0.328
H -4.8317 -2.1043 1.3710 0.330
H -5.9224 -0.9561 0.5505 0.323
H -4.5981 -0.3591 3.8623 0.395
H -3.2137 0.5951 3.3140 0.274
H -3.2286 -1.1675 3.0740 0.210
H -4.1114 0.2382 -0.2075 0.640
H -2.8691 -0.6949 0.6507 0.127
H -4.4933 2.6624 0.9145 0.427
H -3.2399 4.7875 1.1134 0.371
H -0.7667 4.7549 1.2384 0.400
H 0.4316 2.6034 1.2188 0.380

51
Properties=species:S:1:pos:R:3:mulliken_charge:R:1 method="wB97M-V/def2-TZVPD" multiplicity=1 total_charge=0
C -1.2375 -0.5130 -1.4467 -0.854
C -1.9892 -0.9718 -0.3919 0.676
N -1.6442 -1.7019 0.4992 -0.793
N -0.5550 -2.4874 0.4618 0.194
C -0.0401 -3.3298 -0.6895 0.368
O -0.5824 -3.3345 -1.6039 -0.309
C 1.1292 -4.0039 0.0540 -1.059
O 1.8956 -3.1978 0.7943 -0.458
C 2.4120 -1.9655 0.5427 0.367
C 3.1587 -1.4055 1.6808 -1.278
C 3.6378 0.0821 1.5350 -0.517
C 3.5375 0.6386 0.1909 0.343
C 4.2964 1.7488 0.1088 1.889
C 5.2895 1.7405 -0.9610 -1.849
C 4.8102 2.5750 1.4667 -2.124
C 3.2468 2.9121 -0.3960 -2.021
C 3.0083 -0.2869 -0.8609 -0.981
C 2.4240 -1.2620 -0.5549 0.387
C -3.5034 -0.4643 -0.2499 0.736
C -4.1163 0.6688 -1.0277 -0.971
C -5.4020 0.6675 -0.6315 0.603
C -6.5693 1.4254 -0.5029 -0.515
C -7.6574 1.3829 0.1085 -0.866
C -7.7153 0.6796 1.3416 -0.519
C -6.4059 -0.2712 1.7361 -0.335
C -5.5432 -0.0571 0.9493 -0.027
O -4.3190 -0.8062 0.8523 -0.461
H -1.2535 -1.1817 -2.4168 0.201
H -1.7707 0.4934 -1.8916 0.243
H -0.2352 -0.3456 -1.2310 0.047
H -0.2790 -2.7810 1.3960 0.304
H 0.9182 -4.8814 0.1694 0.846
H 1.8742 -3.9941 -0.9793 0.319
H 3.1795 -1.7518 2.5929 0.584
H 4.2268 0.2918 2.4326 0.350
H 5.8973 2.8687 -1.2807 0.241
H 4.8655 1.4977 -1.8605 0.531
H 6.0514 1.0832 -0.8336 0.563
H 4.2022 2.7168 2.1726 0.629
H 5.2867 3.5074 1.2593 0.403
H 5.7350 2.0069 1.4077 0.579
H 3.5957 3.6955 -0.5423 0.981
H 2.7351 2.7324 -1.3465 0.401
H 2.3111 2.9218 0.4885 0.222
H 2.8467 0.3307 -1.5931 0.623
H 1.8980 -1.8194 -1.5647 0.023
H -3.6903 0.7581 -1.9438 0.431
H -6.5175 1.9044 -1.6175 0.089
H -8.3773 1.8404 -0.1354 0.787
H -8.5680 0.5888 1.8222 0.477
H -6.4978 -0.9453 2.4906 0.499

54
Properties=species:S:1:pos:R:3:mulliken_charge:R:1 method="wB97M-V/def2-TZVPD" multiplicity=1 total_charge=0 smiles="CC(=O)NCC(=O)N[C@@H](CC(=O)OCc1ccccc1)C(=O)OCc1ccccc1"
C 2.0059 3.3480 -2.7266 -1.272
C 1.2275 3.5713 -1.4554 0.934
O 1.7315 3.5947 -0.3474 -0.697
N -0.0980 3.7734 -1.6551 -0.162
C -1.0238 3.8521 -0.5415 -1.096
C -1.3148 2.4378 -0.0364 0.688
O -2.3290 1.8284 -0.3149 -0.669
N -0.3078 1.9281 0.6984 -0.053
C -0.2424 0.5248 1.0020 0.096
C 0.4619 -0.2542 -0.1370 -0.593
C -0.3384 -0.0210 -1.4027 0.356
O -0.0635 0.8082 -2.2360 -0.616
O -1.3883 -0.8214 -1.4481 -0.154
C -2.3598 -0.5695 -2.4656 -0.713
C -3.1761 -1.8030 -2.7219 0.745
C -4.5199 -1.6899 -3.0536 -0.505
C -5.2713 -2.8203 -3.3209 -0.539
C -4.6899 -4.0750 -3.2499 -0.454
C -3.3523 -4.1939 -2.9139 -0.532
C -2.5974 -3.0634 -2.6562 -0.340
C 0.5218 0.3137 2.3047 0.238
O 1.0997 1.1788 2.9002 -0.615
O 0.4606 -0.9625 2.6796 -0.246
C 1.2125 -1.3147 3.8496 -0.985
C 2.6904 -1.3403 3.5602 0.799
C 3.5838 -0.6162 4.3355 -0.412
C 4.9364 -0.6393 4.0424 -0.587
C 5.4033 -1.3763 2.9678 -0.402
C 4.5141 -2.0941 2.1857 -0.665
C 3.1636 -2.0784 2.4821 -0.157
H 3.0699 3.3629 -2.5100 0.341
H 1.7685 4.1108 -3.4636 0.370
H 1.7312 2.3732 -3.1252 0.243
H -0.4848 3.4864 -2.5409 0.280
H -0.5569 4.4456 0.2477 0.334
H -1.9478 4.3240 -0.8769 0.449
H 0.5499 2.4672 0.8025 0.451
H -1.2658 0.1448 1.1079 0.354
H 1.4752 0.1281 -0.2685 0.322
H 0.4747 -1.3145 0.1088 0.362
H -1.8374 -0.2520 -3.3789 0.340
H -2.9876 0.2599 -2.1207 0.310
H -4.9765 -0.7122 -3.1019 0.382
H -6.3152 -2.7221 -3.5799 0.381
H -5.2781 -4.9573 -3.4538 0.373
H -2.8940 -5.1702 -2.8551 0.375
H -1.5540 -3.1553 -2.3941 0.331
H 0.9915 -0.5991 4.6473 0.400
H 0.8443 -2.3065 4.1242 0.346
H 3.2194 -0.0282 5.1643 0.332
H 5.6261 -0.0731 4.6502 0.373
H 6.4581 -1.3884 2.7368 0.381
H 4.8733 -2.6676 1.3439 0.391
H 2.4653 -2.6361 1.8744 0.385

53
Properties=species:S:1:pos:R:3:mulliken_charge:R:1 method="wB97M-V/def2-TZVPD" multiplicity=1 total_charge=0 smiles=c1ccc(CC[C@@H]2CCCCN2Cc2nc(-c3ccc4c(c3)OCO4)no2)nc1
C 2.6339 0.0044 -0.5492 -0.956
C 1.8489 0.5199 -1.7085 -0.393
C 1.1137 1.7127 -1.6941 -0.472
C 1.3950 2.4652 -0.5746 1.069
C 0.7392 3.7538 -0.5751 -0.838
C -0.4311 3.6272 0.6767 -1.618
C -1.6317 2.9633 0.3388 1.417
C -2.5741 3.9297 -0.6349 -0.579
C -3.5991 3.0983 -0.9876 -0.589
C -4.2970 2.7446 0.2345 -1.059
C -3.4379 1.7414 1.1514 -0.529
N -2.3353 2.6199 1.3397 -0.019
C -1.7792 1.8788 2.4810 -1.887
C -0.7419 0.6453 2.1656 0.706
N -0.9047 0.0606 1.0634 -0.211
C -0.0750 -0.9630 1.0718 -0.196
C 0.4026 -1.9043 0.0952 0.844
C -0.3713 -1.9197 -1.0700 0.384
C -0.4208 -2.9134 -2.0358 -1.213
C 0.7134 -3.7431 -2.0050 0.653
C 1.4728 -3.9036 -0.3910 0.756
C 1.2311 -2.9600 0.3602 -0.981
O 2.4059 -4.8067 -0.5149 -0.467
C 2.1797 -5.7077 -1.7429 -0.296
O 1.2428 -4.8908 -2.6484 -0.465
N 0.7187 -0.8132 2.1177 -0.485
O 0.1006 0.2584 2.8990 -0.255
N 2.2209 2.1266 0.3610 -0.580
C 2.7975 0.8013 0.4969 -0.469
H 3.0286 -0.8058 -0.6900 1.127
H 1.7760 -0.2377 -2.6596 0.170
H 0.6231 1.9657 -2.5834 0.526
H 0.3053 4.0033 -1.5088 0.331
H 1.5647 4.5304 -0.2039 0.388
H -0.5981 4.6871 0.8012 0.280
H 0.3609 3.4557 1.4444 0.476
H -1.2460 1.9388 -0.2504 -0.464
H -2.7540 4.6751 0.0884 0.474
H -1.8324 4.1936 -1.5518 0.186
H -4.3172 3.5951 -1.5550 0.391
H -3.4722 2.1949 -1.6141 0.274
H -5.3053 1.9422 0.0396 0.288
H -4.9435 3.4956 0.4972 0.475
H -4.1033 1.5692 1.9515 0.395
H -3.0376 1.0042 0.5025 0.379
H -2.2630 1.7384 3.3305 0.867
H -1.0457 2.6104 2.9236 0.600
H -1.1240 -1.0394 -1.1342 0.040
H -0.7909 -2.6702 -2.9704 0.383
H 1.7572 -3.1101 1.3337 0.310
H 3.2566 -5.4653 -2.4960 0.234
H 1.8480 -6.6514 -1.8828 0.412
H 3.4016 0.4906 1.4968 0.184

Computed E_LUMO (eV) in order:
-1.0857 -0.0909 0.7037 0.1512
Computed HOMO level (eV) in order:
-6.95 -7.17 -9.25 -7.92
Computed orbital gap (eV) in order:
5.86 7.08 9.95 8.07